1.
Molecular formula: FH3N2O2S
Method: DFT, wB97M-V/def2-TZVPD

SMILES string: NNS(=O)(=O)F
E_tot, eV: -20671.679
E_LUMO (spin up / spin down), eV: -0.72 / -0.72
HOMO level (spin up / spin down), eV: -10.5 / -10.5

The geometry in XYZ format:
```
9
Properties=species:S:1:pos:R:3:forces:R:3
N -0.09730 0.05899 0.62841 1.36 -0.71 0.36
N 0.88977 -0.22690 -0.35398 -4.76 -0.62 -2.38
O 1.67346 0.48594 -2.71160 -0.18 0.27 -0.19
O -0.20005 2.33783 -1.36840 2.59 -6.18 -1.91
F -0.65046 -0.25637 -2.44080 1.20 1.01 0.98
S 0.55616 0.64468 -1.85585 -2.39 4.29 2.71
H 0.05755 1.00051 0.86049 -0.57 1.52 0.61
H -1.07786 -0.12131 0.44656 0.49 -0.35 -0.76
H 1.75626 0.02937 -0.01020 2.26 0.75 0.60
```
Positions in Å, forces in eV/Å.

=====

2.
Molecular formula: FH3OSi
Method: DFT, wB97M-V/def2-TZVPD

E_tot, eV: -12684.685
E_LUMO, eV: -1.50
HOMO level, eV: -9.2

The geometry in XYZ format:
```
6
Properties=species:S:1:pos:R:3:forces:R:3
O 2.52979 0.68142 -0.30576 -3.34 -0.50 -0.08
F 2.99366 -0.55478 0.20532 0.85 -1.06 0.46
Si 0.18263 -0.14341 0.01122 4.68 3.78 1.85
H 0.07688 1.26912 -0.35281 -1.11 -0.15 -0.40
H 0.06543 -1.24131 -0.82096 -0.43 -1.47 -1.04
H 0.50009 -0.17532 1.48970 -0.65 -0.59 -0.79
```
Positions in Å, forces in eV/Å.

=====

3.
Molecular formula: FH3OSi
Method: DFT, wB97M-V/def2-TZVPD

SMILES string: O=[SiH2].F
E_tot, eV: -12690.424
E_LUMO, eV: -0.57
HOMO level, eV: -10.8

The geometry in XYZ format:
```
6
Properties=species:S:1:pos:R:3:forces:R:3
O 0.17117 1.02535 0.15333 0.14 -0.01 -0.36
F -2.59359 -0.29930 0.06936 -0.18 0.31 -0.07
Si 1.27428 0.00085 -0.05080 -0.31 -1.44 -0.18
H 1.25692 -1.30074 -0.92755 -0.14 1.35 0.53
H 2.46764 -0.05144 0.80171 0.21 0.19 -0.02
H -2.57642 0.62528 -0.04605 0.27 -0.39 0.09
```
Positions in Å, forces in eV/Å.

=====

4.
Molecular formula: FH3OSi
Method: DFT, wB97M-V/def2-TZVPD

SMILES string: O=[SiH2].F
E_tot, eV: -12690.586
E_LUMO, eV: -0.75
HOMO level, eV: -11.3

The geometry in XYZ format:
```
6
Properties=species:S:1:pos:R:3:forces:R:3
O 0.90837 -0.28081 -0.57199 -0.14 -0.95 -0.96
F -1.71794 -1.07819 -1.35988 2.95 -0.61 0.29
Si 0.56955 0.55018 0.63198 0.42 1.66 1.19
H 1.21711 1.96031 0.77257 -0.71 -1.15 0.06
H -0.24873 0.08823 1.79947 0.20 0.23 -0.39
H -0.72837 -1.23972 -1.27214 -2.72 0.82 -0.18
```
Positions in Å, forces in eV/Å.

=====

5.
Molecular formula: FH3OSi
Method: DFT, wB97M-V/def2-TZVPD

SMILES string: O=[SiH2].F
E_tot, eV: -12690.689
E_LUMO, eV: -1.19
HOMO level, eV: -11.7

The geometry in XYZ format:
```
6
Properties=species:S:1:pos:R:3:forces:R:3
O -0.68049 0.20903 0.57138 0.87 -0.71 -0.64
F -3.07917 -0.41038 -0.19708 0.26 0.03 -0.15
Si 0.51641 -0.44033 -0.14924 -0.76 -0.19 0.08
H 1.64575 0.25792 -0.66177 0.72 1.01 -0.06
H 0.82575 -1.81981 -0.60819 -0.70 -0.11 0.45
H -2.18459 -0.15627 0.01188 -0.39 -0.03 0.33
```
Positions in Å, forces in eV/Å.

=====

6.
Molecular formula: FH5N2O5P2STb
Method: DFT, wB97M-V/def2-TZVPD

<S²>: 13.09
E_tot, eV: -67805.485
E_LUMO (spin up / spin down), eV: -15.40 / -14.33
Net charge: +3
HOMO level (spin up / spin down), eV: -20.8 / -21.4
2S+1: 7

The geometry in XYZ format:
```
17
Properties=species:S:1:pos:R:3:forces:R:3
N 1.80939 -1.13860 -0.97965 -2.04 3.13 3.07
P 1.15704 0.15834 -0.19561 4.60 -0.90 -8.76
O 1.87876 1.56699 -0.92801 -4.12 -2.03 2.25
O 1.53031 -0.06211 1.49361 -4.42 1.06 -3.35
N -0.58164 0.14613 -0.58938 0.65 -0.12 2.48
P -1.28272 -1.49065 -0.62318 -0.72 -0.96 -1.94
O -2.78567 -1.48326 -1.20585 1.60 0.26 0.89
S -1.50980 1.27204 0.36849 -6.68 4.74 6.51
O -0.71801 1.99255 1.48570 -1.04 -3.17 -5.30
O -2.81057 0.65349 0.99387 5.71 1.09 -3.96
F -2.08923 2.53253 -0.69675 2.30 -3.89 2.19
H 2.51783 -0.81498 -1.67927 -0.68 -0.29 0.51
H 1.09968 2.02606 -1.40560 1.66 -0.16 0.64
H 0.76550 -0.46590 2.00727 -0.77 0.40 -0.40
H -0.51057 -2.24226 -1.62238 -0.59 0.82 0.65
H -1.15972 -2.23391 0.60497 -0.30 0.83 -0.41
Tb 2.68943 -0.41646 2.97178 4.81 -0.81 4.94
```
Positions in Å, forces in eV/Å.

=====

7.
Molecular formula: FH5N3P
Method: DFT, wB97M-V/def2-TZVPD

E_tot, eV: -16555.707
E_LUMO (spin up / spin down), eV: -0.67 / -0.96
HOMO level (spin up / spin down), eV: -8.5 / -9.9

The geometry in XYZ format:
```
10
Properties=species:S:1:pos:R:3:forces:R:3
N -1.58410 -1.56100 -0.44934 -0.61 0.45 -0.87
N -1.17059 0.91374 0.88100 1.28 -0.10 0.65
N 1.96839 -0.40280 -0.22747 -0.90 -0.31 -0.26
F -0.64923 -1.36798 1.81893 0.80 1.12 -1.03
P -0.69266 -0.63369 0.37892 1.38 -0.54 1.28
H -2.13660 -0.93079 -1.02818 -0.28 -0.39 -0.62
H -0.51395 0.99601 1.68875 -0.83 0.65 -0.44
H -1.02115 1.72858 0.26077 0.01 -0.97 0.28
H 2.11187 0.37829 -0.91064 -0.57 -0.66 0.50
H 2.04125 -1.26271 -0.82043 -0.28 0.76 0.50
```
Positions in Å, forces in eV/Å.

=====

8.
Molecular formula: FH5N3P
Method: DFT, wB97M-V/def2-TZVPD

SMILES string: N=P(N)(N)F
E_tot, eV: -16558.496
E_LUMO, eV: 0.48
HOMO level, eV: -9.9

The geometry in XYZ format:
```
10
Properties=species:S:1:pos:R:3:forces:R:3
N -1.51976 -0.06354 -1.25948 -0.42 1.24 -1.79
N -0.84775 -0.25173 1.29948 -0.05 2.27 -0.28
N 1.41612 0.60153 -0.31629 -3.79 -1.41 -0.59
F 0.13319 -1.77374 -0.37089 0.54 0.90 0.18
P -0.38446 -0.25150 -0.29693 4.11 -1.27 0.34
H -1.33135 -0.00961 -2.27442 -0.25 0.08 1.03
H -1.02718 0.78060 1.46520 -0.04 -1.55 0.37
H 0.03180 -0.46716 1.75855 -0.09 -0.01 0.61
H 2.15592 -0.09633 -0.14251 -0.62 1.05 0.34
H 1.37347 1.53149 0.13728 0.60 -1.30 -0.21
```
Positions in Å, forces in eV/Å.

=====

9.
Molecular formula: FHI2OP
Method: DFT, wB97M-V/def2-TZVPD

E_tot, eV: -30264.263
E_LUMO, eV: -6.95
Net charge: +1
HOMO level, eV: -15.1

The geometry in XYZ format:
```
6
Properties=species:S:1:pos:R:3:forces:R:3
O -1.17354 -0.57764 -0.07727 1.18 2.42 0.60
F 1.01041 -1.17087 1.14342 -1.77 4.05 -3.14
P 0.20622 0.16161 0.04713 0.86 -3.45 3.14
I 1.59367 0.68126 -1.81686 -0.54 -0.65 0.61
I -0.13454 2.22846 1.26459 0.11 -1.37 -0.44
H -1.50222 -1.32283 -0.56102 0.15 -1.01 -0.77
```
Positions in Å, forces in eV/Å.

=====

10.
Molecular formula: FHIOP
Method: DFT, wB97M-V/def2-TZVPD

E_tot, eV: -22164.987
E_LUMO (spin up / spin down), eV: -2.21 / -2.21
HOMO level (spin up / spin down), eV: -8.9 / -8.9

The geometry in XYZ format:
```
5
Properties=species:S:1:pos:R:3:forces:R:3
O -1.22754 1.35506 -0.70877 2.38 -0.68 2.04
F -1.69540 0.04401 -0.82214 -1.13 -1.16 -0.67
P 1.02959 -0.42812 1.40520 0.44 -0.51 -0.35
I 2.38288 -1.99271 0.18345 -0.47 0.54 0.38
H -0.48953 1.02176 -0.05773 -1.23 1.80 -1.40
```
Positions in Å, forces in eV/Å.